No. 1
This record from OMol25 describes a 3-piece molecular cluster, C11H26ClNO4 overall at a distorted geometry. The level of theory is the ωB97M-V functional and the def2-TZVPD basis.

Values from the calculation:
- largest force on an atom (eV Å⁻¹) = 4.4
- HOMO level (eV) = -9.204
- total energy (Ha) = -1250.5281
- SMILES = CNCC(=O)OCC[C@@H](C)Cl.CCO.CCO

ORCA input file:
```
! RIJCOSX wB97M-V def2-TZVPD def2/J DEFGRID3
* xyz 0 1
C -2.09149 -0.92603 1.53340
N -2.49696 -0.09940 0.36669
C -1.55334 1.01288 0.09220
C -0.16681 0.57036 -0.55064
O 0.87894 1.06955 -0.05268
O -0.00125 -0.29860 -1.65988
C 0.11802 -1.68424 -1.25605
C -0.17870 -2.61207 -2.54440
C 1.13543 -3.31504 -3.13342
C 1.60560 -4.51666 -2.16068
Cl 0.60101 -4.09700 -4.74164
H -2.55523 -0.61196 2.52799
H -0.94483 -0.88739 1.65740
H -2.35793 -2.03875 1.39452
H -3.46373 0.23453 0.43558
H -2.07336 1.69066 -0.68457
H -1.41896 1.65452 1.03864
H 1.14764 -1.92163 -0.79453
H -0.65595 -1.98655 -0.46976
H -0.67168 -2.03168 -3.40356
H -0.93647 -3.42220 -2.24785
H 1.97905 -2.56905 -3.34665
H 1.17799 -4.37568 -1.11296
H 1.12866 -5.46811 -2.59662
H 2.73341 -4.61638 -2.06428
C -4.00696 3.38890 4.16390
C -2.80894 3.30715 3.23876
O -3.22382 2.94264 1.92608
H -4.52933 2.42952 4.20041
H -3.70054 3.66243 5.17616
H -4.72556 4.12994 3.80184
H -2.10440 2.55121 3.59181
H -2.28783 4.26819 3.18873
H -3.83934 3.61950 1.61627
C 4.07228 1.33022 -1.59508
C 5.08923 1.08925 -0.49771
O 4.60232 1.59055 0.74106
H 3.85861 2.39760 -1.69217
H 4.43633 0.95439 -2.55488
H 3.12583 0.83574 -1.35943
H 6.02644 1.60192 -0.72415
H 5.29867 0.02001 -0.38717
H 3.77797 1.12678 0.93933
*
```



No. 2
This record from OMol25 describes C5H11N2O as an isolated structure at a distorted geometry. The level of theory is the ωB97M-V functional and the def2-TZVPD basis.

Values from the calculation:
- energy above the lowest of the compared OMol25 structures with the same formula, charge and spin (kcal/mol) = 125.6
- largest force on an atom (eV Å⁻¹) = 7.4
- HOMO level (eV) = -2.930
- total energy (Ha) = -381.6451

ORCA input file:
```
! RIJCOSX wB97M-V def2-TZVPD def2/J DEFGRID3
* xyz -1 1
C -0.88741 -1.18096 -1.69415
O -1.70426 -1.26822 -2.74770
C -0.35364 0.25423 -1.44449
C 0.54102 0.30814 -0.24071
C 1.05306 1.62007 0.34525
N -0.60975 0.30928 1.57200
C 0.37441 0.85428 2.21871
N 1.42790 1.46392 1.71729
H -1.39129 -1.45581 -0.70120
H 0.00168 -1.84241 -1.75509
H -1.23409 0.88723 -1.27585
H 0.18204 0.64284 -2.32881
H -0.28229 0.13202 0.71933
H 1.34079 -0.43026 -0.28438
H 0.22427 2.32483 0.20200
H 1.87983 2.04098 -0.26704
H -0.85927 -2.71751 1.31785
H -0.11833 -2.68058 1.34180
H 0.41535 0.73792 3.30516
*
```



No. 3
This record from OMol25 describes a 2-piece molecular cluster, C3H10N2O2 overall. The level of theory is the ωB97M-V functional and the def2-TZVPD basis.

Values from the calculation:
- energy above the lowest of the compared OMol25 structures with the same formula, charge and spin (kcal/mol) = 6.0
- largest force on an atom (eV Å⁻¹) = 0.9
- HOMO level (eV) = -9.553
- total energy (Ha) = -380.3271
- SMILES = NC(N)=O.CCO

ORCA input file:
```
! RIJCOSX wB97M-V def2-TZVPD def2/J DEFGRID3
* xyz 0 1
N 2.20668 0.23096 0.25222
C 2.42784 -0.80074 -0.60821
N 1.46195 -1.79140 -0.57001
O 3.39432 -0.85409 -1.34769
H 1.26575 0.37300 0.61810
H 2.72136 1.06933 0.07877
H 1.65765 -2.56933 -1.15984
H 1.13865 -2.03452 0.35054
C -2.25971 1.19184 -0.35955
C -1.67956 0.06235 0.46374
O -0.57458 0.48245 1.26921
H -1.46497 1.73197 -0.87393
H -2.97616 0.81017 -1.08514
H -2.77671 1.90718 0.28562
H -1.26992 -0.71814 -0.17653
H -2.45597 -0.36690 1.10559
H -0.81663 1.27588 1.75712
*
```



No. 4
This record from OMol25 describes one molecule with the formula C5H6O. The level of theory is the ωB97M-V functional and the def2-TZVPD basis.

Values from the calculation:
- energy above the lowest of the compared OMol25 structures with the same formula, charge and spin (kcal/mol) = 96.6
- largest force on an atom (eV Å⁻¹) = 0.5
- HOMO level (eV) = -8.328
- total energy (Ha) = -269.1924

ORCA input file:
```
! RIJCOSX wB97M-V def2-TZVPD def2/J DEFGRID3
* xyz 0 1
C 2.47593 -1.41425 -1.00235
C 1.11468 -0.93968 -0.80102
C -0.01242 -0.52910 -0.61260
C -1.19834 -0.20753 0.11349
C -2.24012 1.55894 1.14681
O -1.34723 1.09805 0.13095
H 2.78352 -1.25919 -2.04059
H 3.16437 -0.85149 -0.36214
H 2.56765 -2.47764 -0.76114
H -2.63398 0.68770 1.67339
H -1.63735 2.17843 1.81434
H -3.03669 2.15576 0.70087
*
```



No. 5
This record from OMol25 describes C13H30GaN2O4 as an isolated structure at a distorted geometry. The level of theory is the ωB97M-V functional and the def2-TZVPD basis.

Values from the calculation:
- largest force on an atom (eV Å⁻¹) = 5.0
- HOMO level (eV) = -4.313
- total energy (Ha) = -2848.3529

ORCA input file:
```
! RIJCOSX wB97M-V def2-TZVPD def2/J DEFGRID3
* xyz -1 1
O 3.94783 -4.18768 2.70512
C 4.27296 -3.25960 1.58301
C 5.07520 -1.93432 2.15878
C 4.10275 -0.66312 2.52436
C 3.14195 -0.89773 3.84623
Ga 1.42177 -2.03254 3.39844
C -0.14205 -1.11796 4.39351
C -1.67016 -1.52614 3.56945
C -1.47605 -1.95880 1.89933
O -2.11118 -0.54100 2.43883
H 3.07176 -4.65566 2.53726
H 4.95800 -3.90024 0.84442
H 3.26971 -2.96208 1.01698
H 5.73145 -2.25371 3.09641
H 5.84701 -1.58958 1.32611
H 4.83222 0.23659 2.81324
H 3.49925 -0.27234 1.57331
H 3.73606 -1.33840 4.75589
H 2.72598 0.18407 4.13065
H 1.68897 -3.51831 3.98358
H 1.31199 -2.02191 1.80323
H -0.33915 -1.63851 5.42294
H -0.10091 0.05070 4.43422
H -2.53907 -2.14232 4.23222
H -0.69535 -1.34892 1.26956
H -2.31526 -2.58228 1.36148
C -2.65505 0.99140 -1.07043
C -1.98163 0.00700 -1.98612
O -0.78414 0.07662 -2.25282
N -2.74033 -0.98821 -2.52859
C -4.14955 -1.24263 -2.34377
H -1.92061 1.72237 -0.71923
H -3.44301 1.52498 -1.60793
H -3.06868 0.47301 -0.20174
H -2.21464 -1.60916 -3.13302
H -4.26018 -2.24751 -1.92915
H -4.63140 -1.20435 -3.32368
H -4.61962 -0.51890 -1.67721
C -0.31435 5.38240 -4.67664
C -1.64563 5.23085 -3.99416
O -2.32178 6.20053 -3.65876
N -2.10093 3.96897 -3.74782
C -1.46550 2.71040 -4.05929
H -0.08957 6.44569 -4.80291
H 0.47316 4.93343 -4.06612
H -0.34439 4.91627 -5.66469
H -3.00310 3.95110 -3.28626
H -2.13662 2.14472 -4.71007
H -1.32592 2.16170 -3.12478
H -0.50223 2.84109 -4.55334
*
```



No. 6
This record from OMol25 describes a 3-piece molecular cluster, C3H4N4O overall at a distorted geometry. The level of theory is the ωB97M-V functional and the def2-TZVPD basis.

Values from the calculation:
- energy above the lowest of the compared OMol25 structures with the same formula, charge and spin (kcal/mol) = 238.2
- largest force on an atom (eV Å⁻¹) = 7.5
- HOMO level (eV) = -9.346
- total energy (Ha) = -410.6237

ORCA input file:
```
! RIJCOSX wB97M-V def2-TZVPD def2/J DEFGRID3
* xyz 0 1
C 0.30107 -0.54535 -0.25485
C -0.19346 0.80768 -0.34141
C -2.31721 0.09401 0.17848
H 3.29513 -0.79019 1.21293
H 1.89753 1.06001 0.30884
H 0.45343 1.55058 -0.71804
H -3.32293 0.18783 0.32005
N 2.69933 -0.02656 -0.15765
N 1.50370 -0.82301 -0.06949
N -1.38140 1.23449 -0.08881
N -2.11382 -1.19139 -0.12953
O -0.82136 -1.55810 -0.26052
*
```